{"formula": "C44H30F24GeN8O3PSTl", "method": "ωB97M-V/def2-TZVPD", "total_charge": -2, "homo_lumo_gap_ev": 6.31, "e_lumo_ev": 3.4, "relative_energy_kj_mol": 0.4, "e_homo_ev": -3.0, "spin_multiplicity": 1, "symbols": ["Tl", "C", "N", "C", "C", "N", "C", "P", "C", "N", "C", "C", "N", "C", "C", "N", "C", "C", "N", "C", "H", "H", "H", "H", "H", "H", "H", "H", "H", "H", "H", "H", "H", "H", "H", "N", "C", "C", "C", "N", "H", "H", "H", "H", "H", "H", "H", "H", "H", "H", "F", "C", "F", "F", "C", "O", "C", "F", "F", "F", "C", "F", "F", "F", "O", "C", "O", "C", "C", "C", "C", "C", "C", "H", "H", "H", "H", "H", "F", "C", "C", "C", "F", "C", "F", "C", "F", "C", "F", "Ge", "S", "C", "C", "F", "C", "F", "C", "F", "C", "F", "C", "F", "C", "C", "F", "C", "F", "C", "F", "C", "F", "C", "F"], "positions_angstrom": [[-0.30003, 1.73496, -1.41372], [2.08262, 4.97721, 3.73439], [1.46648, 4.79112, 2.43991], [0.78198, 5.74477, 1.73414], [0.32246, 5.12386, 0.60366], [0.70791, 3.81991, 0.60535], [1.38859, 3.63174, 1.71080], [2.04056, 2.05926, 2.34175], [0.46914, 1.12481, 2.46061], [-0.69311, 1.47333, 1.95084], [-1.59159, 0.54393, 2.38115], [-0.96606, -0.38062, 3.16929], [0.34241, 0.00421, 3.23778], [1.39262, -0.74216, 3.89267], [2.89808, 1.45491, 0.85163], [2.75537, 1.93069, -0.36492], [3.64617, 1.25591, -1.14320], [4.34746, 0.36251, -0.38306], [3.88818, 0.50702, 0.89564], [4.30006, -0.31145, 2.01314], [2.14642, 6.04470, 3.93737], [1.49846, 4.50126, 4.52357], [3.08630, 4.55584, 3.74291], [0.70015, 6.75799, 2.09011], [-0.25050, 5.53326, -0.21263], [-2.63028, 0.59068, 2.09374], [-1.31614, -1.27581, 3.65427], [0.93280, -1.51055, 4.51288], [2.02373, -1.23109, 3.14941], [1.99288, -0.08557, 4.52372], [3.71324, 1.44531, -2.20222], [5.09558, -0.37145, -0.63050], [5.36778, -0.51541, 1.93119], [4.11828, 0.22747, 2.94267], [3.74778, -1.25188, 2.01203], [-1.79354, 1.25491, -3.73811], [-2.28266, 0.06133, -4.40131], [-3.30661, -0.69909, -3.56140], [-2.80060, -1.36547, -2.28457], [-2.49810, -0.38669, -1.24966], [-2.54835, 1.80358, -3.33331], [-1.23903, 1.85337, -4.33834], [-1.42647, -0.59290, -4.60665], [-2.75333, 0.27287, -5.37536], [-3.73421, -1.47935, -4.20073], [-4.12296, -0.02001, -3.29205], [-1.89547, -1.94434, -2.50701], [-3.57010, -2.09011, -1.96776], [-2.30309, -0.81871, -0.35403], [-3.26611, 0.27650, -1.15312], [0.87186, 6.25892, -2.71216], [1.62622, 5.49738, -3.52917], [2.19512, 6.35135, -4.42139], [2.61700, 4.99857, -2.79284], [0.76926, 4.34891, -4.18378], [0.55506, 3.37242, -3.34221], [1.55871, 3.84392, -5.45097], [1.07696, 2.67137, -5.87822], [1.52859, 4.68294, -6.51645], [2.85949, 3.64678, -5.16254], [-0.57472, 4.99286, -4.68961], [-1.17809, 4.18303, -5.58887], [-0.43216, 6.19562, -5.30189], [-1.43095, 5.16609, -3.68860], [-4.38228, 1.79567, -1.50882], [-3.73387, 2.70974, -0.95329], [-2.53851, 3.02990, -1.14708], [-4.46425, 3.52738, 0.11309], [-3.73736, 4.28298, 1.02713], [-4.39042, 5.00979, 2.01332], [-5.77844, 5.00224, 2.08271], [-6.50852, 4.25238, 1.16883], [-5.85115, 3.51021, 0.19651], [-2.65710, 4.27999, 0.94616], [-3.81494, 5.58511, 2.72979], [-6.28926, 5.57555, 2.84842], [-7.59181, 4.24236, 1.21956], [-6.39504, 2.89667, -0.51054], [3.49336, -3.33534, -1.45632], [3.43197, -4.60952, -1.07650], [2.44208, -5.06303, -0.21924], [2.47776, -6.41138, 0.08606], [1.52878, -6.94606, 0.87905], [3.43593, -7.27879, -0.40138], [3.42675, -8.58046, -0.07909], [4.41346, -6.78783, -1.24619], [5.35112, -7.60717, -1.73470], [4.41184, -5.44980, -1.58737], [5.35882, -4.98085, -2.40875], [1.10565, -3.85883, 0.66815], [1.35033, -1.79452, 0.53116], [-0.67831, -4.51495, 0.05190], [-0.90516, -5.46270, -0.92800], [0.11355, -6.12573, -1.50508], [-2.17338, -5.79484, -1.37572], [-2.34500, -6.72717, -2.32285], [-3.27202, -5.15746, -0.83598], [-4.50115, -5.46961, -1.25363], [-3.09113, -4.19304, 0.13845], [-4.15314, -3.57777, 0.66500], [-1.80912, -3.88847, 0.55529], [-1.69076, -2.94519, 1.49732], [1.35154, -4.53291, 2.56400], [2.58238, -4.29373, 3.15281], [3.58572, -3.76616, 2.42913], [2.86418, -4.57594, 4.47719], [4.07432, -4.32978, 4.99720], [1.87878, -5.13006, 5.27122], [2.12899, -5.41857, 6.55341], [0.64101, -5.40336, 4.72407], [-0.30595, -5.96764, 5.48521], [0.40363, -5.11035, 3.39027], [-0.80136, -5.46763, 2.92388]], "forces_ev_per_angstrom": [[0.101, -0.107, -0.020], [0.002, 0.006, 0.011], [0.000, -0.013, 0.001], [-0.004, 0.012, -0.003], [0.075, -0.006, 0.008], [-0.086, 0.075, 0.032], [-0.119, -0.082, 0.008], [-0.017, 0.019, 0.041], [0.047, -0.029, -0.046], [0.020, 0.123, -0.012], [-0.014, -0.035, -0.011], [0.002, 0.011, -0.022], [0.004, 0.015, 0.043], [0.042, -0.045, 0.006], [-0.023, 0.007, 0.007], [0.068, -0.022, 0.002], [-0.018, -0.010, 0.000], [0.011, -0.020, -0.017], [-0.007, 0.013, -0.019], [0.030, 0.005, 0.003], [0.002, 0.000, -0.001], [-0.003, 0.003, -0.002], [-0.003, -0.006, 0.000], [-0.002, -0.002, 0.002], [0.001, 0.010, -0.006], [0.009, 0.000, -0.002], [0.002, -0.005, -0.005], [0.000, 0.016, 0.028], [-0.105, -0.013, 0.029], [-0.004, 0.026, 0.000], [0.010, 0.003, -0.002], [-0.002, -0.002, -0.002], [-0.005, 0.005, 0.002], [-0.010, -0.011, -0.009], [0.039, -0.002, -0.033], [-0.123, 0.120, 0.016], [0.021, -0.066, 0.037], [-0.033, -0.002, -0.043], [0.061, 0.055, 0.091], [0.047, -0.170, 0.064], [0.022, -0.034, 0.008], [0.045, 0.008, 0.021], [-0.019, -0.025, -0.007], [0.009, 0.025, -0.005], [-0.013, -0.014, 0.014], [0.027, 0.001, -0.026], [0.026, -0.003, 0.005], [-0.011, -0.041, -0.020], [0.043, -0.038, -0.039], [0.041, 0.003, -0.038], [-0.012, -0.008, 0.011], [0.000, 0.021, -0.010], [0.001, 0.007, -0.004], [0.007, -0.008, 0.003], [0.065, 0.031, 0.057], [-0.084, -0.051, -0.126], [-0.015, 0.009, 0.005], [-0.007, -0.005, -0.007], [-0.004, 0.002, -0.006], [0.009, -0.015, 0.005], [-0.005, -0.033, -0.029], [0.009, 0.006, 0.012], [0.010, 0.015, -0.003], [-0.015, 0.005, 0.029], [-0.178, 0.131, -0.065], [0.106, 0.089, 0.138], [-0.100, 0.041, -0.061], [0.004, -0.016, 0.012], [0.017, 0.028, -0.013], [-0.003, -0.002, -0.008], [0.003, -0.003, -0.003], [-0.002, 0.001, 0.000], [-0.012, -0.022, 0.022], [-0.004, -0.016, 0.006], [0.001, 0.000, -0.003], [0.000, -0.001, -0.001], [0.002, -0.003, 0.003], [0.006, 0.003, -0.008], [0.003, 0.001, 0.005], [0.011, -0.015, 0.030], [0.064, 0.031, -0.002], [-0.031, -0.031, 0.013], [0.026, 0.015, 0.010], [-0.020, -0.012, 0.009], [0.001, 0.000, -0.001], [0.004, 0.021, -0.004], [0.006, -0.003, 0.000], [-0.013, -0.023, 0.000], [0.007, 0.006, -0.006], [0.011, -0.055, 0.038], [0.019, 0.028, -0.105], [0.004, 0.038, 0.015], [-0.016, -0.031, 0.012], [-0.020, 0.006, -0.033], [0.011, 0.014, 0.001], [0.000, -0.006, -0.005], [-0.007, 0.016, -0.009], [0.003, -0.001, 0.002], [-0.029, 0.012, 0.011], [0.023, -0.004, -0.014], [0.019, 0.045, -0.010], [-0.009, -0.121, 0.060], [-0.053, 0.035, 0.040], [-0.019, 0.056, -0.025], [-0.007, -0.011, 0.014], [0.024, -0.007, -0.003], [0.003, 0.013, 0.003], [0.009, -0.011, 0.024], [-0.004, 0.008, 0.002], [0.003, 0.004, -0.011], [-0.008, -0.004, 0.001], [0.117, -0.085, -0.011], [-0.114, 0.107, -0.102]], "mulliken_charge": [1.046, -0.896, 0.285, -0.786, -0.790, 0.644, -0.297, -0.570, -0.062, 0.069, -0.813, -0.478, 0.502, -0.614, 0.241, -0.127, -0.765, -0.544, 0.470, -1.069, 0.312, 0.290, 0.326, 0.400, 0.595, 0.591, 0.428, 0.325, -0.139, 0.449, 0.523, 0.424, 0.377, 0.368, 0.229, -0.099, -0.802, -0.853, -0.106, 0.198, 0.054, 0.042, 0.320, 0.370, 0.431, 0.247, 0.259, 0.042, -0.080, -0.033, -0.280, 0.268, -0.307, -0.239, 0.733, -0.604, 0.582, -0.226, -0.304, -0.277, 0.355, -0.289, -0.311, -0.184, -0.798, 0.024, -0.239, -0.215, -0.220, -0.562, -0.333, -0.519, -0.293, 0.520, 0.393, 0.353, 0.366, 0.415, -0.262, -0.039, -0.347, 0.789, -0.406, 0.108, -0.325, 0.719, -0.327, -0.106, -0.316, -0.203, 0.839, -0.935, 0.250, -0.312, 0.096, -0.341, 0.844, -0.361, -0.060, -0.394, 0.715, -0.187, -0.234, 0.267, -0.436, 0.172, -0.340, 0.772, -0.345, 0.122, -0.334, 0.468, -0.295]}